Record 1
19
Properties=species:S:1:pos:R:3:mulliken_charge:R:1 method="wB97M-V/def2-TZVPD" e_above_lowest_kcal_mol=25.4 e_tot_ev=-8463.253 smiles="C=CC(C)(C)CO" homo_ev=-10.02 orbital_gap_ev=10.9
H -0.17876 0.55575 2.25740 0.449
C -0.12062 -0.21659 0.23235 2.462
C 1.37626 -0.67315 0.31651 -0.701
C -1.01200 -1.41378 0.58814 -2.031
H -1.40442 1.26652 1.19222 0.382
H -0.80330 -1.77662 1.60112 0.417
H 1.75470 -0.04220 -1.48155 0.401
H -2.07320 -1.14612 0.53989 0.442
H -0.84162 -2.24528 -0.10644 0.464
H -0.78636 -0.57324 -1.85660 0.269
H 1.42071 -1.77364 0.29680 0.315
H 1.78469 -0.35151 1.28118 0.264
C -0.29833 1.44795 -1.67460 -0.531
H 0.29618 1.76707 1.06291 0.463
O 2.23958 -0.12435 -0.65003 -0.504
C -0.36794 0.91478 1.23887 -1.936
H 0.04693 2.27508 -1.05823 0.210
H -0.52144 1.67518 -2.71359 0.277
C -0.44112 0.21704 -1.18625 -1.109



Record 2
9
Properties=species:S:1:pos:R:3:mulliken_charge:R:1 method="wB97M-V/def2-TZVPD" e_above_lowest_kcal_mol=104.4 e_tot_ev=-7266.159 homo_ev=-10.07 orbital_gap_ev=10.4
H -2.06455 -0.72293 0.62658 0.276
C 0.12156 1.07514 0.46084 -0.083
H 1.96950 0.03266 1.17815 0.215
O -0.68334 -1.51557 -0.63858 -0.423
C -1.58126 -0.74441 -0.36690 -0.155
H -1.96913 -0.01172 -1.10093 0.306
O 1.17816 1.75195 0.16212 -0.142
C 1.39507 0.31705 0.30147 -0.233
H 1.60666 -0.19884 -0.63317 0.240